# 1
Below is a structure of composition C38H54IN6SSbTi at a distorted geometry, with properties calculated with wB97M-V/def2-TZVPD.

- LUMO level (spin up / spin down) (eV) = -9.318 / -9.089
- energy relative to the best compared isomer or geometry (same formula, charge and spin) (kcal per mole) = 23.0
- multiplicity = 2
- charge = +3
- electronic energy (a.u.) = -3593.69018
- HOMO level (spin up / spin down) (eV) = -15.6 / -15.6
- Kohn-Sham gap (spin up / spin down) (eV) = 6.256 / 6.485

Last column: Löwdin charge in e.
Atoms and positions in Å:
Ti: -0.208 0.765 -0.210  0.596
C: -2.338 1.115 1.709  -0.120
C: -2.315 -0.379 1.262  -0.150
N: -0.949 -0.767 0.907  -0.221
C: -0.091 -1.148 2.043  -0.142
C: 1.358 -0.823 1.666  -0.143
N: 1.419 0.531 1.072  -0.187
C: 1.342 1.632 2.056  -0.146
C: -0.110 1.956 2.476  -0.127
N: -1.070 1.791 1.356  -0.155
H: -3.173 1.625 1.212  0.129
H: -2.528 1.185 2.786  0.140
H: -2.722 -1.012 2.061  0.144
H: -2.949 -0.534 0.376  0.122
H: -1.004 -1.638 0.292  -0.058
H: -0.384 -0.612 2.950  0.124
H: -0.178 -2.220 2.260  0.131
H: 2.010 -0.900 2.545  0.146
H: 1.705 -1.544 0.912  0.112
H: 2.331 0.608 0.608  0.134
H: 1.920 1.396 2.960  0.147
H: 1.792 2.531 1.610  0.116
H: -0.418 1.335 3.321  0.124
H: -0.122 2.995 2.825  0.143
H: -1.301 2.749 1.050  0.062
C: 4.103 5.948 -3.201  -0.041
C: 2.772 6.310 -3.329  -0.044
C: 1.777 5.496 -2.820  -0.115
C: 2.134 4.314 -2.190  -0.377
C: 3.459 3.930 -2.066  -0.133
C: 4.445 4.761 -2.578  -0.060
Sb: 0.512 3.219 -1.291  1.538
C: 0.025 4.686 0.221  -0.370
C: 1.063 5.421 0.784  -0.117
C: 0.802 6.361 1.769  -0.040
C: -0.499 6.575 2.198  -0.039
C: -1.536 5.830 1.658  -0.052
C: -1.277 4.880 0.678  -0.180
C: -0.909 3.561 -2.868  -0.392
C: -1.992 4.420 -2.754  -0.117
C: -2.817 4.635 -3.847  -0.051
C: -2.555 4.006 -5.053  -0.048
C: -1.472 3.147 -5.164  -0.063
C: -0.653 2.917 -4.073  -0.148
H: 4.877 6.592 -3.587  0.121
H: 2.502 7.227 -3.826  0.120
H: 0.736 5.779 -2.918  0.104
H: 3.732 2.992 -1.588  0.093
H: 5.481 4.474 -2.484  0.117
H: 2.080 5.273 0.439  0.103
H: 1.615 6.931 2.190  0.123
H: -0.704 7.327 2.942  0.123
H: -2.550 5.995 1.988  0.119
H: -2.117 4.346 0.230  0.093
H: -2.176 4.962 -1.836  0.088
H: -3.650 5.316 -3.759  0.120
H: -3.176 4.206 -5.913  0.121
H: -1.250 2.678 -6.111  0.120
H: 0.210 2.263 -4.173  0.101
C: -2.262 -6.367 5.163  -0.098
C: -0.871 -6.416 4.544  -0.253
C: -0.696 -5.441 3.377  -0.209
C: -1.476 -5.906 2.142  -0.165
N: -1.525 -4.880 1.110  0.006
C: -0.566 -4.565 0.241  -0.752
S: -0.881 -3.252 -0.821  0.650
N: 0.590 -5.198 0.193  0.049
C: 1.685 -4.818 -0.681  -0.235
C: 2.678 -5.954 -0.911  -0.182
C: 3.389 -6.433 0.358  -0.250
C: 4.069 -5.306 1.129  -0.105
H: -2.300 -7.030 6.022  0.082
H: -3.033 -6.693 4.470  0.067
H: -2.503 -5.362 5.502  0.076
H: -0.658 -7.428 4.198  0.115
H: -0.137 -6.167 5.310  0.112
H: 0.367 -5.348 3.136  0.100
H: -1.059 -4.453 3.679  0.105
H: -2.504 -6.119 2.428  0.124
H: -1.048 -6.830 1.745  0.134
H: -2.403 -4.396 0.989  0.126
H: 0.736 -6.021 0.765  0.137
H: 2.209 -3.968 -0.226  0.099
H: 1.267 -4.487 -1.638  0.082
H: 3.425 -5.580 -1.616  0.123
H: 2.168 -6.794 -1.385  0.123
H: 4.142 -7.160 0.054  0.118
H: 2.695 -6.960 1.018  0.101
H: 4.641 -4.671 0.457  0.078
H: 4.753 -5.723 1.862  0.081
H: 3.344 -4.688 1.659  0.056
I: 1.155 -0.702 -2.335  1.139
C: -0.886 -0.150 -2.715  -0.660
C: -1.518 -0.485 -3.891  -0.054
C: -2.792 0.032 -4.107  0.033
C: -3.353 0.865 -3.144  0.014
C: -2.656 1.109 -1.977  -0.084
N: -1.425 0.603 -1.742  -0.167
H: -1.046 -1.131 -4.616  0.131
H: -3.327 -0.207 -5.012  0.142
H: -4.321 1.315 -3.301  0.138
H: -3.072 1.751 -1.204  0.131

---

# 2
Below is a structure of composition C38H54N7O2RhSeSi2Te at a distorted geometry, with properties calculated with wB97M-V/def2-TZVPD.

- LUMO level (spin up / spin down) (eV) = -4.896 / -6.667
- energy relative to the best compared isomer or geometry (same formula, charge and spin) (kcal per mole) = 27.2
- multiplicity = 5
- charge = +2
- electronic energy (a.u.) = -5372.62271
- HOMO level (spin up / spin down) (eV) = -12.1 / -12.7
- Kohn-Sham gap (spin up / spin down) (eV) = 7.165 / 6.064

Last column: Löwdin charge in e.
Atoms and positions in Å:
Rh: 13.239 13.277 10.810  0.929
C: 10.396 16.064 12.879  -0.003
C: 11.252 14.913 12.425  -0.266
N: 11.736 14.797 11.239  -0.047
N: 11.586 15.827 10.323  0.091
C: 12.564 15.734 9.440  -0.452
O: 13.532 14.879 9.579  -0.306
C: 12.650 16.687 8.315  -0.189
C: 13.366 16.272 7.183  -0.027
C: 13.475 17.150 6.110  -0.068
C: 12.966 18.423 6.235  -0.059
C: 12.215 18.818 7.376  -0.041
C: 12.084 17.928 8.428  -0.039
C: 11.499 13.798 13.292  -0.229
C: 10.789 13.499 14.430  0.004
C: 10.986 12.354 15.162  -0.005
C: 11.982 11.458 14.719  -0.036
C: 12.715 11.857 13.637  -0.139
N: 12.436 12.926 12.892  0.021
H: 10.221 16.807 12.039  0.098
H: 10.884 16.592 13.711  0.099
H: 9.460 15.712 13.271  0.071
H: 13.753 15.282 7.036  0.105
H: 13.977 16.817 5.251  0.094
H: 13.163 19.193 5.481  0.115
H: 11.830 19.836 7.324  0.112
H: 11.539 18.127 9.354  0.118
H: 9.970 14.142 14.591  0.103
H: 10.348 12.193 15.993  0.113
H: 12.110 10.511 15.289  0.134
H: 13.434 11.179 13.205  0.099
C: 10.423 9.895 11.665  -0.020
N: 9.789 10.886 10.782  -0.111
C: 8.540 11.465 10.932  -0.017
C: 8.493 12.511 10.039  -0.066
N: 9.646 12.560 9.414  -0.105
C: 10.020 13.622 8.395  0.033
C: 10.510 11.635 9.879  -0.646
Se: 12.294 11.288 9.404  0.725
H: 11.034 10.325 12.451  0.061
H: 11.053 9.211 11.040  0.085
H: 9.575 9.349 12.067  0.098
H: 7.718 10.986 11.486  0.140
H: 7.764 13.343 9.900  0.158
H: 11.095 13.781 8.336  0.051
H: 9.550 14.498 8.734  0.074
H: 9.704 13.322 7.399  0.105
C: 19.272 13.303 11.625  -0.156
Si: 19.548 13.791 9.776  0.386
C: 19.012 12.383 8.778  -0.171
C: 21.267 14.396 9.553  -0.159
C: 18.573 15.377 9.615  -0.562
Te: 16.524 15.092 9.544  1.647
C: 16.037 15.591 11.419  -0.549
Si: 16.190 17.496 11.797  0.406
C: 17.894 17.729 12.489  -0.189
C: 15.018 18.035 13.099  -0.180
C: 15.945 18.415 10.174  -0.175
H: 19.770 12.367 11.847  0.029
H: 18.214 13.211 11.783  -0.002
H: 19.767 14.054 12.253  0.044
H: 19.877 11.706 8.727  0.062
H: 18.712 12.510 7.732  0.055
H: 18.164 11.898 9.194  -0.016
H: 22.037 13.667 9.443  0.035
H: 21.511 14.985 10.422  0.041
H: 21.274 15.015 8.657  0.045
H: 18.767 15.989 8.672  0.056
H: 18.826 15.975 10.532  0.030
H: 16.748 15.137 12.070  0.010
H: 15.030 15.282 11.532  -0.031
H: 18.280 16.974 13.208  0.054
H: 17.842 18.696 13.051  0.053
H: 18.578 18.014 11.637  0.052
H: 15.426 17.696 14.085  0.054
H: 13.918 17.897 12.990  0.039
H: 15.224 19.170 13.077  0.074
H: 16.733 18.200 9.437  0.027
H: 15.812 19.457 10.258  0.023
H: 15.032 17.959 9.680  0.040
C: 17.100 8.206 9.478  0.039
N: 16.567 9.544 9.169  -0.041
N: 16.324 10.417 10.234  0.056
C: 15.704 11.584 9.724  -0.490
O: 15.237 12.511 10.410  -0.234
C: 15.786 11.461 8.294  0.020
C: 16.243 10.159 8.000  -0.226
C: 16.255 9.437 6.709  0.000
C: 16.240 9.928 11.580  -0.217
C: 15.190 9.111 12.014  -0.010
C: 15.158 8.613 13.350  -0.050
C: 16.294 8.809 14.144  -0.051
C: 17.308 9.681 13.702  -0.049
C: 17.312 10.230 12.432  0.007
H: 16.305 7.529 9.713  0.089
H: 17.869 8.347 10.260  0.110
H: 17.683 7.833 8.599  0.114
H: 15.293 12.134 7.641  0.108
H: 16.133 10.174 5.942  0.079
H: 15.334 8.783 6.569  0.131
H: 17.124 8.972 6.338  0.073
H: 14.502 8.834 11.254  0.103
H: 14.434 7.893 13.552  0.086
H: 16.302 8.392 15.175  0.127
H: 18.044 9.833 14.452  0.102
H: 18.064 10.916 12.087  0.087

---

# 3
Below is a structure of composition C38H55Cl5N2O4P2PdSe at a distorted geometry, with properties calculated with wB97M-V/def2-TZVPD.

- LUMO level (eV) = 4.171
- energy relative to the best compared isomer or geometry (same formula, charge and spin) (kcal per mole) = 35.1
- multiplicity = 1
- charge = -2
- electronic energy (a.u.) = -7404.57910
- HOMO level (eV) = -0.8
- Kohn-Sham gap (eV) = 4.932

Last column: Löwdin charge in e.
Atoms and positions in Å:
Pd: 0.041 0.161 -0.084  0.214
Cl: 3.428 -0.276 0.396  0.718
C: 2.722 -1.820 0.143  -0.722
C: 1.326 -1.900 0.061  -0.155
C: 0.888 -3.239 -0.034  -0.673
Cl: -0.813 -3.591 -0.022  0.772
C: 1.752 -4.336 -0.098  -0.722
Cl: 1.140 -5.952 -0.234  0.607
C: 3.128 -4.165 -0.049  -0.742
Cl: 4.206 -5.512 -0.135  0.606
C: 3.618 -2.879 0.088  -0.737
Cl: 5.331 -2.632 0.193  0.599
C: -1.259 6.456 -0.747  -0.207
C: -1.413 5.822 0.642  -0.190
C: -1.055 4.336 0.604  -0.219
C: 0.158 4.115 -0.293  -0.411
C: -0.263 4.389 -1.744  -0.202
C: -1.416 5.395 -1.831  -0.193
P: 0.858 2.360 -0.081  1.024
C: 1.759 2.483 1.562  -0.445
C: 2.387 3.787 2.084  -0.195
C: 1.608 4.383 3.252  -0.209
C: 1.521 3.413 4.436  -0.205
C: 1.438 1.944 3.984  -0.199
C: 0.825 1.838 2.595  -0.251
C: 2.311 2.392 -1.281  -0.450
C: 1.870 1.686 -2.565  -0.241
C: 3.077 1.250 -3.406  -0.195
C: 4.254 2.220 -3.238  -0.213
C: 3.734 3.627 -2.959  -0.212
C: 3.080 3.685 -1.573  -0.203
H: -0.266 6.903 -0.846  0.104
H: -1.991 7.256 -0.884  0.096
H: -2.439 5.935 1.001  0.104
H: -0.760 6.344 1.350  0.099
H: -1.889 3.758 0.213  0.079
H: -0.873 3.975 1.615  0.080
H: 0.934 4.831 0.002  0.088
H: -0.581 3.454 -2.204  0.064
H: 0.583 4.775 -2.316  0.099
H: -2.373 4.887 -1.708  0.100
H: -1.420 5.863 -2.822  0.106
H: 2.584 1.781 1.416  0.027
H: 2.471 4.528 1.290  0.082
H: 3.406 3.573 2.422  0.110
H: 0.605 4.637 2.915  0.086
H: 2.086 5.314 3.577  0.101
H: 0.636 3.668 5.027  0.098
H: 2.392 3.544 5.085  0.095
H: 0.852 1.374 4.708  0.101
H: 2.441 1.509 3.961  0.109
H: -0.160 2.311 2.593  0.093
H: 0.672 0.785 2.295  0.082
H: 3.016 1.712 -0.804  0.015
H: 1.218 2.338 -3.150  0.096
H: 1.285 0.794 -2.274  0.070
H: 2.784 1.205 -4.458  0.100
H: 3.392 0.249 -3.111  0.103
H: 4.877 2.215 -4.139  0.097
H: 4.876 1.905 -2.398  0.107
H: 3.001 3.887 -3.725  0.106
H: 4.546 4.358 -3.017  0.098
H: 2.446 4.568 -1.527  0.076
H: 3.854 3.808 -0.812  0.107
C: -2.618 -1.351 2.982  -0.043
C: -3.507 -2.538 2.614  -0.659
C: -4.963 -2.247 2.991  -0.036
C: -3.003 -3.799 3.333  -0.035
O: -3.440 -2.840 1.243  -0.205
P: -3.409 -1.677 0.083  0.260
O: -4.609 -0.785 0.228  -0.392
O: -2.071 -1.065 -0.051  -0.394
O: -3.695 -2.819 -1.058  -0.180
C: -3.520 -2.701 -2.449  -0.651
C: -2.714 -1.474 -2.856  -0.045
C: -2.803 -3.978 -2.914  -0.042
C: -4.917 -2.609 -3.084  -0.034
H: -2.572 -1.228 4.064  0.084
H: -3.014 -0.446 2.529  0.007
H: -1.615 -1.499 2.584  0.087
H: -5.049 -1.887 4.015  0.075
H: -5.563 -3.149 2.878  0.078
H: -5.337 -1.491 2.305  0.059
H: -3.052 -3.672 4.413  0.074
H: -1.974 -3.990 3.034  0.074
H: -3.608 -4.655 3.042  0.078
H: -1.736 -1.485 -2.378  0.076
H: -3.239 -0.582 -2.526  0.070
H: -2.589 -1.443 -3.939  0.088
H: -1.819 -4.025 -2.456  0.039
H: -2.693 -3.985 -3.996  0.075
H: -3.371 -4.852 -2.601  0.079
H: -5.454 -1.795 -2.607  0.081
H: -5.465 -3.534 -2.921  0.074
H: -4.846 -2.418 -4.154  0.073
Se: -4.027 1.580 1.212  1.175
N: -2.565 1.401 0.287  -0.243
C: -2.848 1.754 -0.973  -0.412
C: -1.989 1.557 -2.063  -0.088
C: -2.372 2.034 -3.295  -0.111
C: -3.592 2.706 -3.468  -0.109
C: -4.483 2.850 -2.432  -0.053
C: -4.144 2.342 -1.169  -0.408
N: -4.925 2.374 -0.077  -0.241
H: -1.081 0.966 -1.887  0.058
H: -1.730 1.888 -4.157  0.102
H: -3.851 3.086 -4.451  0.090
H: -5.444 3.323 -2.573  0.097

---

Which value of energy relative to the best compared isomer or geometry (same formula, charge and spin) does entry 3 give? 35.1 kcal per mole